[1]
Below is 3 unconnected molecules or ions with the total composition C5H16N2O3 in a non-equilibrium geometry, with properties calculated with wB97M-V/def2-TZVPD.

Spin multiplicity ... 1
LUMO level ... 0.023 Ha
Kohn-Sham gap ... 10.27 eV

Geometry (Å):
O 2.50557 -0.21268 -2.56873
O -0.57742 -2.55349 0.33433
O 1.30266 -1.36878 2.08671
N 1.59292 -2.04751 -1.61222
N 0.04683 0.44391 -0.62572
C -0.56676 2.29089 1.70872
C 0.18984 -0.08374 -1.98911
C -1.50715 1.23014 1.10408
C 1.53996 -0.78000 -2.08978
C -1.28133 1.02248 -0.38210
H 1.01854 -0.73670 2.71831
H -0.71228 -1.59513 0.24385
H 2.45813 -2.54179 -1.59970
H -2.02962 0.32823 -0.77269
H 0.46817 1.94772 1.65105
H -1.42648 1.95480 -0.94790
H 0.75674 1.14860 -0.45299
H -0.63708 -0.77695 -2.15349
H 0.14863 0.69032 -2.75925
H -1.34467 0.29067 1.63446
H 0.79998 -2.46657 -1.13100
H -2.52626 1.58330 1.27695
H -0.84336 2.49409 2.74354
H -0.01654 -2.63865 1.13231
H 1.28775 -0.86651 1.26211
H -0.64675 3.24335 1.18826

Atom charges from the Mulliken analysis, given in e for atoms 1 to 2: atom 1 (O): -0.643, atom 2 (O): -0.775


[2]
Below is C5H16N2OP2 in the gas phase in a non-equilibrium geometry, with properties calculated with wB97M-V/def2-TZVPD.

Spin multiplicity ... 1
LUMO level ... 0.028 Ha
Kohn-Sham gap ... 10.12 eV

Geometry (Å):
P -1.61982 -2.15478 1.42305
P -0.37472 -3.80163 0.59414
O -1.29533 -1.59390 2.86193
N -3.21608 -2.73015 1.34251
N -1.78316 -1.02862 0.28886
C 2.03520 1.93269 -1.52580
C -0.93424 0.10098 0.40147
C 0.98735 1.52189 -0.45409
C 2.55438 3.36142 -1.35587
C 0.10335 0.23683 -0.81617
H 1.48249 1.45050 0.50957
H -0.48617 0.46441 -1.68878
H 0.35087 2.34121 -0.15735
H 3.63231 3.40725 -1.81949
H 2.94505 1.38355 -1.41821
H 2.82123 3.51545 -0.29920
H 0.69780 -3.27309 1.41257
H -0.61944 -4.86712 1.68299
H -3.51189 -3.48148 1.81284
H 0.64806 -0.61795 -0.92434
H -0.40662 -0.01897 1.29938
H 1.85005 4.12536 -1.70806
H -2.23720 -1.22721 -0.58417
H 1.77128 1.81941 -2.50973
H -1.58209 1.02042 0.26953
H -3.81263 -1.88647 1.36244

Atom charges from the Mulliken analysis, given in e for atoms 1 to 2: atom 1 (P): 0.716, atom 2 (P): -0.213


[3]
Below is 2 unconnected molecules or ions with the total composition C5H16N2S in a non-equilibrium geometry, with properties calculated with wB97M-V/def2-TZVPD.

Spin multiplicity ... 1
LUMO level ... 0.030 Ha
Kohn-Sham gap ... 8.94 eV

Geometry (Å):
S -0.73092 0.36995 2.06238
N -1.26998 0.77846 -0.84516
N 1.70181 -1.71754 1.44972
C 1.96794 -0.28236 1.21236
C -1.04683 -1.70300 -1.09984
C -1.19791 2.04841 -1.58003
C 1.36225 0.68467 2.18317
C -0.63875 -0.33151 -1.57943
H -0.90443 0.74627 0.61254
H 1.51545 0.43803 3.23415
H 0.70272 -1.72193 1.65954
H -0.87758 -2.44911 -1.88324
H 0.44386 -0.16661 -1.62304
H -0.23520 2.51787 -1.40376
H -1.29416 1.88254 -2.64370
H 2.15926 -1.93839 2.33379
H -1.98898 2.70451 -1.23010
H 1.75850 -0.03570 0.17089
H -2.21199 0.52050 -0.56785
H -0.57886 -2.00792 -0.16054
H 3.04923 -0.15337 1.31212
H -2.13852 -1.70309 -0.96007
H -1.02619 -0.22451 -2.62501
H 1.47929 1.74383 1.97109

Atom charges from the Mulliken analysis, given in e for atoms 1 to 2: atom 1 (S): -0.413, atom 2 (N): -0.328


[4]
Below is 2 unconnected molecules or ions with the total composition C5H16N3 in a non-equilibrium geometry, with properties calculated with wB97M-V/def2-TZVPD.

Spin multiplicity ... 1
LUMO level ... -0.104 Ha
Total charge ... +1
Kohn-Sham gap ... 10.24 eV

Geometry (Å):
N -2.42200 -0.62944 -1.44925
N -2.03887 -0.12415 -0.20064
N 0.40131 0.44134 -0.82828
C 2.70142 1.39605 -0.43510
C 1.94999 -1.65091 1.40252
C 1.98882 -0.95766 0.28568
C -2.54738 -0.74862 1.04689
C 1.60761 0.53981 0.15626
H -0.58484 0.14255 -0.56763
H -2.65218 0.08777 1.85660
H -3.65591 -1.01011 0.87328
H 0.80883 -0.21143 -1.52347
H -2.15112 0.90867 -0.25197
H 1.41105 -1.26693 2.25670
H 3.39601 0.93156 -1.20263
H 2.50471 -1.23364 -0.58499
H 0.22975 1.31116 -1.34882
H 3.29573 1.63762 0.35993
H 2.18952 -2.77041 1.40218
H -3.32179 -0.37775 -1.69997
H 1.19814 1.00763 1.12174
H -2.10057 -1.63296 1.34583
H -1.98168 -1.53729 -1.63474
H 2.46694 2.34719 -0.82437

Atom charges from the Mulliken analysis, given in e for atoms 1 to 2: atom 1 (N): -0.564, atom 2 (N): -0.378


[5]
Below is a gas-phase ion, C5H16N3 (charge +1) in a non-equilibrium geometry, with properties calculated with wB97M-V/def2-TZVPD.

Spin multiplicity ... 1
LUMO level ... -0.120 Ha
Total charge ... +1
Kohn-Sham gap ... 8.84 eV

Geometry (Å):
N 0.10738 -0.28627 0.26921
N 0.14813 1.58576 -1.62651
N 1.92627 -1.53965 1.91220
C 0.46693 -1.96106 1.91366
C -0.65887 2.90930 -1.39295
C -0.66622 0.42164 -2.09664
C -0.40956 -0.78607 1.55557
C -0.73671 -0.60979 -0.92654
H -0.57249 -1.69609 -1.14412
H 0.45402 -2.78186 1.17968
H 0.29134 -2.46936 2.90066
H -1.48141 -1.23206 1.56255
H -0.50876 3.69467 -2.15136
H -1.70618 0.75467 -2.25220
H -0.44229 0.01382 2.37699
H -1.71920 2.73105 -1.37702
H 2.16512 -1.21236 2.90821
H 1.00374 1.75554 -2.33033
H -1.70272 -0.35687 -0.66638
H 1.95058 -0.75303 1.17114
H 0.13281 0.69486 0.21584
H -0.26573 -0.00542 -3.11992
H -0.38726 3.33556 -0.38309
H 2.61110 -2.20698 1.50134

Atom charges from the Mulliken analysis, given in e for atoms 1 to 2: atom 1 (N): -0.218, atom 2 (N): -0.445


[6]
Below is 2 unconnected molecules or ions with the total composition C5H16N3 in a non-equilibrium geometry, with properties calculated with wB97M-V/def2-TZVPD.

Spin multiplicity ... 1
LUMO level ... -0.132 Ha
Total charge ... +1
Kohn-Sham gap ... 10.54 eV

Geometry (Å):
N -0.51420 1.04816 1.43317
N -0.23672 0.95425 -0.89104
N 0.07261 2.93709 0.36912
C -0.68404 -2.42451 -0.27885
C 0.34104 -2.40215 0.92385
C -0.03642 1.62261 0.23296
C 1.62413 -2.95460 0.46657
C -0.60559 1.63885 -2.23033
H 1.86204 -2.57060 -0.57963
H -0.04751 -0.02284 -1.00871
H -1.11369 -3.52104 -0.51330
H 0.47444 1.81964 -2.73345
H -1.29286 1.00428 -2.79823
H -1.14558 0.35586 1.48128
H 0.86329 3.59373 -0.09620
H 0.16392 1.10523 2.20514
H -1.53169 -2.06979 0.24735
H 1.42490 -4.01913 0.22804
H -0.51054 -1.75903 -1.22441
H 0.51273 -1.45519 1.30147
H -0.05853 3.25515 1.41026
H -0.06385 -3.08239 1.84325
H -1.03656 2.65923 -1.98818
H 2.41297 -2.75078 1.16145

Atom charges from the Mulliken analysis, given in e for atoms 1 to 2: atom 1 (N): -0.411, atom 2 (N): -0.020


[7]
Below is 2 unconnected molecules or ions with the total composition C5H16N3 in a non-equilibrium geometry, with properties calculated with wB97M-V/def2-TZVPD.

Spin multiplicity ... 2
LUMO level (spin up / spin down) ... -0.263 / -0.486 Ha
Total charge ... +2
Kohn-Sham gap (spin up / spin down) ... 11.72 / 5.54 eV

Geometry (Å):
N 0.03265 2.75148 -1.45818
N -0.92896 0.92755 -0.18547
N 0.91775 -0.83347 -0.47459
C 1.14340 -0.65001 2.04379
C 0.92184 -1.55435 0.80180
C -2.10001 0.52879 0.64098
C -0.95084 2.11423 -0.72846
C 0.52813 -1.68531 -1.64008
H -2.98051 1.21823 0.64167
H -1.70966 0.34963 1.63916
H 1.85474 -0.35859 -0.65960
H 1.19798 -2.59855 -1.64265
H 2.08486 -0.03841 1.82777
H 0.33290 0.03181 2.29702
H 1.63618 -2.41687 0.82269
H 0.98422 2.38281 -1.37145
H -0.07991 3.75318 -1.63839
H 0.65734 -1.13420 -2.54824
H 1.31027 -1.30571 2.87254
H -2.39334 -0.47273 0.33669
H -0.00988 0.20111 -0.35142
H -1.80178 2.75764 -0.48062
H -0.53704 -1.95488 -1.54680
H -0.11035 -2.01337 0.80186

Atom charges from the Mulliken analysis, given in e for atoms 1 to 2: atom 1 (N): -0.326, atom 2 (N): 0.025


[8]
Below is 2 unconnected molecules or ions with the total composition C5H16N3O in a non-equilibrium geometry, with properties calculated with wB97M-V/def2-TZVPD.

Spin multiplicity ... 1
LUMO level ... -0.127 Ha
Total charge ... +1
Kohn-Sham gap ... 8.58 eV

Geometry (Å):
O 0.29650 3.14913 -1.02127
N 2.01492 -1.17240 2.37588
N -2.13346 -0.57520 -1.98938
N 1.47416 0.77487 0.14900
C -1.99797 0.13245 0.35921
C 0.01180 -0.87603 -0.87044
C 0.88119 -0.41872 0.26377
C -1.56280 -0.86559 -0.68076
C 1.00363 -1.26177 1.32518
H 2.52649 -0.28689 2.33480
H -2.76478 -1.28876 -2.31889
H 0.29781 -1.87167 -1.18870
H 2.08989 1.18637 0.83637
H -2.72183 0.25037 -1.97146
H 1.28341 1.45279 -0.58141
H 0.45533 -2.17533 1.28590
H -0.47615 3.48081 -0.54923
H 2.70141 -1.92184 2.32428
H -1.75653 -1.89898 -0.43842
H 1.62610 -1.21448 3.32217
H 0.24567 3.59955 -1.87471
H -1.68628 1.13466 0.08634
H -3.07660 0.12609 0.51593
H -1.56192 -0.06786 1.33389
H 0.20759 -0.21077 -1.70395

Atom charges from the Mulliken analysis, given in e for atoms 1 to 2: atom 1 (O): -0.627, atom 2 (N): -0.200


[9]
Below is 2 unconnected molecules or ions with the total composition C5H16N3P in a non-equilibrium geometry, with properties calculated with wB97M-V/def2-TZVPD.

Spin multiplicity ... 1
LUMO level (spin up / spin down) ... -0.006 / 0.001 Ha
Kohn-Sham gap (spin up / spin down) ... 8.74 / 7.39 eV

Geometry (Å):
P 2.21581 -0.08736 0.17221
N 1.94467 -1.46188 -0.71983
N 2.45692 -0.62518 1.59923
N -0.23982 1.03968 -0.69496
C -1.50231 0.00909 1.18023
C -1.99167 -1.02870 0.14537
C -1.09008 1.30889 0.48070
C 3.58719 0.82692 -0.67196
C -3.27050 -0.64365 -0.60867
H -1.97445 1.73802 -0.01815
H -2.29937 0.43824 1.90216
H -4.13105 -0.63425 0.04432
H -3.51099 -1.50638 -1.37839
H -0.63706 2.00751 1.28421
H 4.38360 1.33354 -0.04293
H 2.88698 -0.19471 2.42425
H -3.22502 0.25076 -1.18677
H 0.22121 1.94374 -0.98673
H -0.68009 -0.46980 1.76476
H 4.24271 0.12625 -1.32460
H -2.22351 -1.83274 0.79432
H 3.15531 1.70348 -1.37192
H -1.19274 -1.15408 -0.57152
H 1.08126 -1.92609 -0.56568
H 1.79297 -1.16132 -1.64964

Atom charges from the Mulliken analysis, given in e for atoms 1 to 2: atom 1 (P): 0.634, atom 2 (N): -0.653


[10]
Below is 2 unconnected molecules or ions with the total composition C5H16NO in a non-equilibrium geometry, with properties calculated with wB97M-V/def2-TZVPD.

Spin multiplicity ... 2
LUMO level (spin up / spin down) ... 0.028 / 0.019 Ha
Kohn-Sham gap (spin up / spin down) ... 3.68 / 12.38 eV

Geometry (Å):
O -0.49068 0.47532 3.10740
N -1.44989 0.94282 0.50294
C -0.67262 0.39536 -0.68152
C 0.11310 1.47069 -1.34686
C 1.45229 -0.59120 0.34450
C 0.10422 -0.88058 -0.29464
C 0.29115 -1.74613 -1.55442
H -1.41356 0.03619 -1.41472
H -2.16489 0.25016 0.80423
H 1.31585 0.18620 1.12032
H 0.64856 1.04129 -2.21914
H 1.04533 -1.35808 -2.23121
H 0.71791 -2.69029 -1.16808
H -0.57893 -2.05554 -2.13367
H -0.45833 -1.45474 0.43636
H 1.83051 -1.45899 0.89972
H -1.83610 1.88966 0.30933
H -0.41671 2.27580 -1.85986
H 0.94871 1.94827 -0.83161
H 2.25626 -0.21337 -0.25452
H -0.79799 1.03461 1.31712
H 0.31307 -0.04666 3.11136
H -0.75729 0.54921 4.03696

Atom charges from the Mulliken analysis, given in e for atoms 1 to 2: atom 1 (O): -0.603, atom 2 (N): -0.723


[11]
Below is 2 unconnected molecules or ions with the total composition C5H16NO in a non-equilibrium geometry, with properties calculated with wB97M-V/def2-TZVPD.

Spin multiplicity ... 1
LUMO level ... -0.120 Ha
Total charge ... +1
Kohn-Sham gap ... 11.14 eV

Geometry (Å):
O -1.66422 -2.84303 -0.42467
N -0.47236 -0.82445 1.37018
C 1.91255 -0.27569 0.63067
C -0.23426 1.18535 -0.14025
C 0.79016 2.05555 -0.76853
C 0.52602 0.29766 0.94969
C -1.09233 0.45216 -1.28941
H 0.56881 3.14440 -0.45103
H 1.83022 1.72345 -0.79880
H -0.42587 -1.54636 0.55606
H -0.40433 -0.18618 -1.79650
H 2.32991 -0.73221 1.52063
H -1.40420 -0.53154 1.57911
H 0.05107 -1.36102 2.13406
H 0.64394 0.98268 1.74002
H -2.04162 -0.16908 -0.98646
H -0.88208 1.80782 0.50917
H -1.57151 -3.77982 -0.19392
H -1.47280 1.35417 -2.00576
H 0.87038 2.24446 -1.90425
H -2.60024 -2.78568 -0.55848
H 2.16015 -0.88763 -0.26301
H 2.58259 0.67497 0.59148

Atom charges from the Mulliken analysis, given in e for atoms 1 to 2: atom 1 (O): -0.625, atom 2 (N): -0.259


[12]
Below is 2 unconnected molecules or ions with the total composition C5H16NO in a non-equilibrium geometry, with properties calculated with wB97M-V/def2-TZVPD.

Spin multiplicity ... 1
LUMO level ... -0.120 Ha
Total charge ... +1
Kohn-Sham gap ... 11.64 eV

Geometry (Å):
O 2.37256 -1.50282 -2.20518
N -0.02035 0.13547 -1.86925
C -1.99043 0.51440 0.90447
C 0.30708 1.22686 -0.91533
C -0.63329 -0.17700 1.00670
C -0.31962 -0.59773 2.43770
C 0.54267 0.68586 0.48982
H -0.38072 0.18975 3.18695
H -0.53243 1.91872 -0.86080
H -1.01939 -0.10183 -1.87559
H -0.59493 -1.11545 0.44250
H 1.40016 0.00380 0.45742
H 0.75610 1.51973 1.15483
H -2.50674 0.17982 -0.00230
H 3.21073 -1.41219 -1.70660
H -2.04281 1.57233 1.13653
H 2.55838 -2.13155 -2.88947
H -0.96871 -1.39568 2.81177
H 0.07584 0.41687 -2.85591
H 0.66554 -1.07402 2.48957
H 1.17981 1.79983 -1.22220
H 0.57428 -0.69420 -1.77133
H -2.63375 0.03903 1.65573

Atom charges from the Mulliken analysis, given in e for atoms 1 to 2: atom 1 (O): -0.624, atom 2 (N): -0.175


Energy above the lowest of the compared OMol25 structures with the same formula, charge and spin for every record listed, in sequence, given in kcal/mol: 7.7; 0.0; 28.6; 91.1; 75.2; 71.5; 45.1; 45.8; 54.7; 28.4; 49.2; 12.0.